Formula: C66H48N10O4Re
Source: OMol25
Level of theory: ωB97M-V with the def2-TZVPD basis set

The geometry in XYZ format:
```
129
Properties=species:S:1:pos:R:3:forces:R:3:mulliken_charge:R:1
Re 0.719 -0.031 0.337 0.3 1.4 -0.1 2.50
C 5.580 -8.196 -2.701 0.0 0.0 0.0 -0.85
O 5.996 -6.837 -2.613 -0.1 0.1 0.1 -0.45
C 5.107 -5.929 -2.171 0.1 -0.1 -0.1 0.81
C 5.582 -4.618 -2.066 -0.1 0.0 0.0 -1.17
C 4.754 -3.620 -1.604 0.0 0.0 -0.1 -0.42
C 3.426 -3.886 -1.255 0.0 0.1 0.0 0.74
C 2.963 -5.188 -1.377 0.0 -0.1 0.0 -0.39
C 3.787 -6.212 -1.828 0.0 0.1 0.0 -0.95
C 2.556 -2.804 -0.719 0.1 -0.2 -0.3 0.23
C 1.359 -2.515 -1.359 -0.2 0.2 -0.1 1.13
C 0.988 -3.134 -2.587 0.0 -0.1 0.0 -1.60
C -0.154 -2.554 -3.013 0.1 -0.1 0.0 -1.67
C -0.501 -1.549 -2.069 0.0 -0.1 0.2 0.37
N 0.433 -1.529 -1.016 0.0 -0.1 -0.3 -0.03
C -1.610 -0.744 -2.221 -0.2 0.0 -0.1 0.92
C -1.988 0.195 -1.269 0.1 0.2 0.1 0.65
C -3.195 0.958 -1.324 0.0 0.1 0.1 -1.47
C -3.291 1.623 -0.146 0.1 0.0 -0.1 -1.95
C -2.132 1.280 0.611 0.0 0.0 0.0 0.69
C -1.958 1.583 1.950 -0.1 0.1 0.0 0.93
C -2.932 2.505 2.591 0.1 0.0 -0.1 -0.67
C -2.994 3.831 2.189 0.0 0.1 0.1 -0.24
C -3.910 4.719 2.743 0.0 -0.1 0.1 -0.79
C -4.806 4.257 3.707 -0.1 0.2 0.1 0.84
O -5.757 5.009 4.296 0.1 -0.1 -0.1 -0.46
C -5.853 6.388 3.952 0.0 -0.1 0.0 -0.80
C -4.750 2.922 4.120 0.0 0.0 -0.1 -0.99
C -3.824 2.063 3.572 0.0 0.0 0.0 -0.18
C -0.973 0.987 2.717 0.2 -0.1 0.0 0.89
N 0.043 0.121 2.278 -0.2 -0.3 0.4 -0.03
C 0.764 -0.173 3.434 -0.3 0.2 -0.1 0.74
C 1.967 -0.862 3.537 0.1 -0.2 0.1 0.89
C 2.494 -1.169 4.893 0.2 0.2 -0.1 -0.43
C 3.729 -0.659 5.303 0.0 0.0 0.1 -0.08
C 4.238 -0.953 6.548 -0.1 0.0 -0.1 -1.08
C 3.523 -1.784 7.416 0.1 0.0 0.1 0.88
O 4.106 -2.019 8.605 -0.1 0.0 -0.1 -0.44
C 3.429 -2.865 9.530 0.0 0.0 0.0 -0.85
C 2.291 -2.301 7.019 0.0 0.1 -0.1 -0.80
C 1.786 -1.981 5.766 0.0 -0.1 0.1 -0.54
C 2.669 -1.297 2.435 0.0 -0.1 -0.1 0.55
C 3.830 -2.126 2.498 0.0 0.0 -0.1 -1.84
C 4.008 -2.659 1.269 0.1 0.0 0.1 -1.91
C 2.950 -2.179 0.443 -0.2 0.2 0.3 1.00
N 2.195 -1.230 1.126 -0.1 -0.2 0.0 0.24
C 0.198 0.489 4.556 0.0 0.0 0.0 -1.49
C -0.844 1.226 4.110 0.0 0.0 0.0 -1.59
N -1.304 0.452 -0.107 -0.3 -0.3 0.1 -0.42
C -2.473 -0.923 -3.422 0.1 0.0 0.0 -0.30
C -1.975 -0.645 -4.697 -0.1 0.1 0.0 -0.04
C -2.756 -0.810 -5.820 0.0 0.0 0.1 -1.22
C -4.065 -1.284 -5.697 -0.1 0.0 -0.2 0.79
O -4.745 -1.427 -6.851 0.1 0.0 0.2 -0.45
C -6.084 -1.913 -6.787 0.1 0.0 0.0 -0.87
C -4.574 -1.576 -4.432 0.1 0.0 0.0 -0.82
C -3.776 -1.387 -3.311 -0.1 0.0 0.0 -0.70
H 6.455 -8.755 -3.018 0.0 0.0 0.0 0.25
H 4.785 -8.310 -3.441 0.0 0.0 0.0 0.35
H 5.245 -8.563 -1.729 0.0 0.0 0.0 0.35
H 6.604 -4.413 -2.353 0.0 0.0 0.0 0.48
H 5.140 -2.609 -1.528 0.1 0.0 0.1 0.58
H 1.944 -5.424 -1.094 0.0 0.0 0.0 0.56
H 3.394 -7.213 -1.905 0.0 0.0 0.0 0.46
H 1.552 -3.903 -3.082 0.0 -0.1 0.0 0.66
H -0.712 -2.783 -3.904 0.0 0.0 0.0 0.64
H -3.889 0.962 -2.145 0.0 0.0 0.0 0.68
H -4.093 2.252 0.198 0.0 0.0 0.0 0.76
H -2.295 4.194 1.442 0.0 0.0 0.0 0.50
H -3.904 5.751 2.433 0.0 0.1 0.0 0.44
H -6.784 6.739 4.386 0.0 0.0 0.0 0.26
H -5.894 6.522 2.871 0.0 0.0 0.0 0.30
H -5.013 6.946 4.371 0.0 0.0 0.0 0.34
H -5.453 2.585 4.869 0.0 0.0 0.0 0.46
H -3.800 1.030 3.896 0.0 0.0 0.0 0.64
H 4.292 -0.008 4.643 0.0 0.0 0.0 0.51
H 5.186 -0.551 6.877 0.0 0.0 0.0 0.46
H 4.063 -2.911 10.409 0.0 0.0 0.0 0.25
H 3.302 -3.868 9.117 0.0 0.0 0.0 0.35
H 2.459 -2.445 9.800 0.0 0.0 0.0 0.35
H 1.725 -2.949 7.670 0.0 0.0 0.0 0.45
H 0.828 -2.388 5.464 0.0 0.0 0.0 0.51
H 4.392 -2.334 3.391 0.0 0.0 0.1 0.62
H 4.746 -3.384 0.971 0.0 0.0 0.0 0.57
H 0.594 0.441 5.554 0.0 0.0 0.0 0.63
H -1.472 1.890 4.677 0.0 0.0 0.0 0.67
H -0.959 -0.290 -4.809 0.1 0.0 0.0 0.83
H -2.378 -0.584 -6.808 0.0 0.0 0.0 0.52
H -6.429 -1.966 -7.815 0.0 0.0 0.0 0.25
H -6.717 -1.228 -6.222 0.0 0.0 0.0 0.35
H -6.114 -2.908 -6.341 0.0 0.0 0.0 0.35
H -5.577 -1.953 -4.311 0.0 0.0 0.0 0.48
H -4.180 -1.624 -2.334 0.0 0.0 0.0 0.56
C 3.265 -0.767 -4.604 0.0 0.0 0.0 -0.73
C 3.207 -0.765 -3.212 0.1 -0.1 -0.1 -0.10
N 2.310 -0.057 -2.547 0.3 0.1 0.0 0.05
C 1.476 0.676 -3.275 -0.2 0.2 0.0 0.30
C 1.546 0.685 -4.664 0.0 -0.1 -0.1 -0.09
N 2.425 -0.050 -5.336 0.0 0.0 0.1 -0.65
C 0.580 1.612 -2.540 0.2 0.0 -0.3 0.60
C -0.379 2.383 -3.178 0.1 0.1 0.1 -0.84
C -1.041 3.392 -2.483 -0.1 0.1 0.0 0.78
C -0.619 3.666 -1.182 0.2 0.1 -0.1 -1.35
C 0.304 2.828 -0.603 -0.1 0.2 0.0 0.28
N 0.830 1.773 -1.233 -0.3 -1.1 0.2 -0.50
C 0.902 3.002 0.728 -0.1 0.1 -0.2 -0.10
C 1.027 4.208 1.391 0.1 0.1 0.1 -0.18
N 1.796 4.340 2.467 0.0 -0.1 -0.1 -0.58
C 2.475 3.267 2.843 0.0 0.0 0.0 -0.96
C 2.333 2.037 2.208 0.0 0.1 0.0 -0.40
N 1.509 1.901 1.175 0.3 -0.4 0.2 0.00
C -2.166 4.136 -3.092 0.1 -0.1 0.0 0.89
C -3.182 4.647 -2.292 0.0 0.0 0.0 -0.37
C -4.262 5.270 -2.898 -0.1 0.0 0.0 -0.60
N -4.389 5.413 -4.214 0.1 -0.1 0.1 -0.56
C -3.403 4.939 -4.972 -0.1 0.1 0.0 -0.60
C -2.283 4.297 -4.467 0.0 0.0 0.0 -0.43
H 4.005 -1.360 -5.125 0.0 0.0 0.0 0.46
H 3.905 -1.357 -2.633 -0.1 0.0 -0.1 0.40
H 0.891 1.306 -5.259 0.0 0.0 -0.1 0.46
H -0.634 2.187 -4.207 0.0 0.0 0.0 0.00
H -1.005 4.519 -0.645 0.0 0.0 0.1 1.12
H 0.519 5.093 1.032 0.0 0.0 0.0 0.50
H 3.149 3.369 3.683 0.0 0.0 0.0 0.46
H 2.872 1.166 2.544 0.0 0.0 0.0 0.86
H -3.164 4.541 -1.215 0.0 0.0 0.0 0.32
H -5.069 5.667 -2.294 0.0 0.0 0.0 0.40
H -3.511 5.078 -6.040 0.0 0.0 0.0 0.41
H -1.509 3.969 -5.147 0.0 0.0 0.0 0.52
```
Positions in Å, forces in eV/Å.

Calculated values
LUMO energy (spin up / spin down)   -6.585 / -6.765 eV
Net charge   +2
2S+1   2
Energy above the lowest of the compared OMol25 structures with the same formula, charge and spin   0.000 eV
Molar mass   1231.38 Da

***

Formula: C35H37ClO4P2Pb
Source: OMol25
Level of theory: ωB97M-V with the def2-TZVPD basis set

The geometry in XYZ format:
```
80
Properties=species:S:1:pos:R:3:forces:R:3:mulliken_charge:R:1
Pb 0.000 0.000 0.000 2.9 -3.0 -2.8 1.42
C -2.054 -0.080 0.858 -3.6 0.2 1.2 -0.20
C -2.163 -0.402 -0.491 -1.2 -0.5 -0.5 -0.61
C -2.651 0.544 -1.576 0.2 0.2 -0.1 -0.90
C -1.504 1.303 -2.287 -0.1 -0.1 -0.1 -0.36
C -0.374 1.716 -1.370 -1.0 2.3 -1.1 -0.19
C -0.503 2.197 -0.071 -0.7 2.2 -0.7 -0.64
C -1.824 2.468 0.630 -0.3 -0.1 0.1 -1.02
C -2.322 1.273 1.478 0.0 0.3 0.1 -0.48
C 2.057 0.263 -0.130 3.0 -0.5 0.0 -1.45
H -2.008 -0.907 1.564 -0.1 0.1 -0.2 0.53
H -2.163 -1.459 -0.747 -0.1 0.0 0.1 0.63
H -3.370 1.251 -1.152 0.2 -0.2 0.0 0.36
H -3.197 -0.037 -2.326 0.1 0.0 0.2 0.47
H -1.076 0.653 -3.058 -0.1 0.1 0.1 -0.07
H -1.909 2.182 -2.812 0.1 -0.1 0.2 0.40
H 0.584 1.867 -1.864 0.0 -0.2 0.1 0.65
H 0.375 2.664 0.371 0.0 -0.2 0.0 0.57
H -2.580 2.753 -0.106 0.2 0.0 0.1 0.31
H -1.698 3.332 1.291 0.1 -0.2 -0.1 0.49
H -1.812 1.292 2.448 -0.4 0.1 -0.3 0.22
H -3.396 1.389 1.690 0.1 -0.1 -0.1 0.44
H 2.569 -0.183 0.729 -0.2 0.1 -0.1 0.42
H 2.326 1.325 -0.194 -0.4 -0.2 0.1 0.38
H 2.418 -0.242 -1.035 -0.2 0.1 0.2 0.40
P 0.124 -2.538 -9.458 0.4 -0.4 0.4 0.06
P 2.253 0.550 -9.723 -0.7 1.7 -1.1 0.34
C -0.237 -0.870 -10.077 0.1 1.2 0.1 -0.32
C 0.492 0.265 -10.055 -1.0 -1.6 -0.2 -0.41
C -0.806 -3.668 -10.555 0.0 0.0 -0.3 0.38
C -1.974 -3.294 -11.234 0.2 -0.2 0.0 0.10
C -2.623 -4.202 -12.069 0.1 0.1 0.1 -0.73
C -2.118 -5.494 -12.226 0.2 0.1 0.2 -0.46
C -0.960 -5.877 -11.546 -0.2 0.2 0.0 -0.59
C -0.303 -4.966 -10.723 0.0 0.2 0.0 -0.36
C -0.917 -2.506 -7.938 0.0 0.2 0.3 0.59
C -0.521 -1.657 -6.891 -0.2 -0.1 0.0 -0.66
C -1.243 -1.609 -5.701 -0.1 -0.2 -0.2 -0.21
C -2.359 -2.430 -5.525 0.2 0.0 -0.3 -0.32
C -2.745 -3.293 -6.549 0.1 0.1 0.0 -0.73
C -2.033 -3.330 -7.749 0.1 0.1 0.1 -0.39
C 2.718 1.326 -11.329 0.3 -0.7 0.4 0.63
C 2.719 0.510 -12.473 0.1 -0.2 -0.4 -0.38
C 3.091 1.024 -13.713 -0.1 -0.1 0.3 -0.68
C 3.495 2.355 -13.828 -0.1 -0.2 0.2 -0.42
C 3.521 3.166 -12.693 -0.2 -0.1 0.4 -0.66
C 3.132 2.658 -11.453 0.4 0.3 0.0 -0.22
C 2.300 1.966 -8.566 0.3 -0.2 0.6 0.42
C 3.392 2.050 -7.691 -0.1 0.0 -0.1 -0.35
C 3.489 3.100 -6.780 -0.2 0.1 0.0 -0.65
C 2.484 4.068 -6.723 0.1 -0.3 -0.1 -0.51
C 1.390 3.989 -7.586 0.1 -0.2 -0.1 -0.72
C 1.300 2.946 -8.508 0.0 -0.1 0.0 0.04
H -1.271 -0.785 -10.415 0.1 0.3 0.0 0.35
H -0.002 1.174 -10.400 0.2 0.0 0.0 0.54
H -2.370 -2.291 -11.106 -0.1 -0.2 -0.1 0.16
H -3.519 -3.899 -12.602 0.1 -0.1 0.1 0.41
H -2.624 -6.199 -12.880 0.1 0.1 0.1 0.39
H -0.561 -6.880 -11.671 -0.1 0.2 0.0 0.41
H 0.617 -5.249 -10.218 -0.1 0.0 -0.1 0.37
H 0.363 -1.032 -7.008 -0.1 0.0 0.0 0.33
H -0.928 -0.939 -4.906 0.0 -0.1 -0.1 0.29
H -2.918 -2.400 -4.594 0.0 0.0 -0.1 0.36
H -3.610 -3.939 -6.420 0.1 0.1 0.0 0.39
H -2.350 -3.999 -8.544 0.0 0.1 0.1 0.32
H 2.431 -0.536 -12.390 0.0 0.1 0.0 0.37
H 3.076 0.380 -14.589 0.0 0.1 0.2 0.39
H 3.794 2.754 -14.793 0.0 -0.1 0.2 0.41
H 3.838 4.203 -12.772 -0.1 -0.2 0.0 0.39
H 3.146 3.302 -10.579 0.1 0.0 -0.1 0.33
H 4.155 1.276 -7.717 0.0 0.1 0.0 0.40
H 4.338 3.154 -6.105 -0.1 0.0 -0.1 0.44
H 2.551 4.879 -6.004 0.0 -0.1 -0.1 0.44
H 0.603 4.736 -7.539 0.1 -0.1 -0.1 0.44
H 0.452 2.887 -9.185 0.1 0.1 0.2 0.25
O 1.180 -0.824 4.178 -3.3 2.3 -2.4 -0.53
Cl 0.000 0.000 3.680 1.1 -0.5 4.7 1.48
O -1.295 -0.611 4.201 3.1 1.7 -2.6 -0.51
O 0.134 1.429 4.192 -0.6 -3.6 -2.5 -0.49
O 0.000 0.000 2.000 1.0 -0.1 6.4 -0.70
```
Positions in Å, forces in eV/Å.

Calculated values
LUMO energy (spin up / spin down)   -6.927 / -8.584 eV
Net charge   +2
Energy above the lowest of the compared OMol25 structures with the same formula, charge and spin   3.069 eV
Molar mass   826.28 Da

***

Formula: CH3IO2S2
Source: OMol25
Level of theory: ωB97M-V with the def2-TZVPD basis set

The geometry in XYZ format:
```
9
Properties=species:S:1:pos:R:3:forces:R:3:mulliken_charge:R:1
C 3.174 0.833 -0.292 -0.6 -0.5 -1.1 -0.13
O -1.322 -1.567 0.774 1.0 -0.8 1.7 -0.39
O 2.452 -0.106 -0.379 -1.0 -1.4 0.3 -0.34
S -4.000 -0.537 0.345 -0.1 0.5 0.0 -0.20
S -1.978 -0.875 -0.279 -1.1 0.1 -1.7 0.39
I -1.203 1.466 -0.518 -0.2 0.1 0.2 0.01
H -4.103 -1.668 1.067 0.3 0.0 -0.2 0.19
H 2.770 1.787 -0.521 -0.2 1.7 0.2 0.19
H 4.210 0.668 -0.198 1.8 0.2 0.6 0.28
```
Positions in Å, forces in eV/Å.

Calculated values
LUMO energy   -1.065 eV
Energy above the lowest of the compared OMol25 structures with the same formula, charge and spin   1.644 eV
Molar mass   238.07 Da

***

Look up the molar mass of the first one.
1231.38 Da